Record 1
ORCA calculation (ωB97M-V/def2-TZVPD) on a structure of composition C2H5AgBClO2.

XYZ file:
```
12
Properties=species:S:1:pos:R:3:forces:R:3:nbo_charge:R:1
Cl 2.90705 -0.87681 0.64883 -0.520 0.280 -0.354 -0.048
H 1.93781 0.42884 -1.39175 0.462 -0.548 -0.714 0.058
C -0.65600 0.50696 0.23419 -0.347 0.769 -1.275 -0.179
C -0.76928 -1.06233 -0.22682 0.458 0.839 1.231 -0.119
H -1.08477 0.76192 1.30229 0.385 -2.095 -0.894 0.107
H -1.20800 -1.61687 0.70691 1.469 0.293 -1.863 0.255
B 1.53494 -0.08920 -0.39457 -1.255 -0.062 1.314 0.545
Ag -1.31619 2.53381 1.15881 -0.066 1.622 0.181 0.988
O 0.64408 -1.28796 -0.58151 -0.940 0.761 0.293 -0.360
O 0.73367 0.99436 0.27724 -2.161 -2.290 -0.599 -0.701
H -1.30712 1.05756 -0.57169 1.210 -0.500 0.961 0.186
H -1.41619 -1.35026 -1.16193 1.304 0.931 1.719 0.269
```
Positions in Å, forces in eV/Å.

Computed properties:
Charge: +1
Expectation value of S²: 0.757
E_LUMO (spin up / spin down): -6.3 / -7.9 eV
Kohn-Sham gap (spin up / spin down): 8.04 / 6.10 eV
Multiplicity: 2

Record 2
ORCA calculation (ωB97M-V/def2-TZVPD) on an isolated molecule of C2H5B.

XYZ file:
```
8
Properties=species:S:1:pos:R:3:forces:R:3:nbo_charge:R:1
H -2.24511 0.48803 0.33784 1.068 -0.070 -0.492 -0.051
H 0.36264 -1.52986 0.28419 -0.108 -0.236 -1.075 0.221
C 0.37951 0.58490 0.28149 1.971 -1.085 2.543 -0.820
C 0.21886 -0.73912 -0.46593 -2.526 1.266 1.542 -0.686
B -1.06231 0.30483 0.07211 0.208 -2.201 -0.357 0.612
H 0.56936 -0.82659 -1.48513 -0.113 -0.227 0.126 0.229
H 0.95149 0.39600 1.28027 -1.274 0.999 -1.600 0.248
H 0.82555 1.32182 -0.30483 0.772 1.554 -0.687 0.248
```
Positions in Å, forces in eV/Å.

Computed properties:
Charge: 0
E_LUMO: 0.3 eV
Kohn-Sham gap: 9.20 eV
Relative energy (zero: lowest compared OMol25 entry of this formula, charge and spin): 28.1 kcal/mol
SMILES: B1CC1
Multiplicity: 1

Record 3
ORCA calculation (ωB97M-V/def2-TZVPD) on a cluster of 3 separate species, C2H5BF2O2 in total.

XYZ file:
```
12
Properties=species:S:1:pos:R:3:forces:R:3:nbo_charge:R:1
H 0.18500 -2.22981 3.06077 -0.233 -0.138 0.410 0.563
H 1.65835 0.32060 -2.17090 -1.919 0.507 0.676 0.269
B -0.75109 -0.42976 1.38606 0.952 -0.023 1.623 1.273
H -0.81560 1.35986 0.47898 -0.117 -0.061 0.055 0.540
O -0.42957 -1.44787 1.95173 -0.437 -1.238 -1.204 -0.894
C -0.18609 1.70573 -1.80452 0.309 -0.371 0.526 0.403
F -0.09606 2.29535 -2.96665 0.273 -0.255 0.137 -0.309
O -0.80107 0.85014 1.31202 -0.659 1.986 -1.381 -0.898
H -0.00538 -0.13379 -2.51795 -1.024 -1.244 -1.373 0.262
H 0.40490 -0.07766 -0.84685 0.370 -0.138 0.112 0.214
C 0.55042 0.39606 -1.80709 2.097 1.286 0.064 -0.813
F 0.28617 -2.60885 3.92440 0.390 -0.311 0.355 -0.611
```
Positions in Å, forces in eV/Å.

Computed properties:
Charge: 0
E_LUMO: -1.0 eV
Kohn-Sham gap: 9.44 eV
Relative energy (zero: lowest compared OMol25 entry of this formula, charge and spin): 60.5 kcal/mol
Multiplicity: 1

| no. | F_max (eV/Å) |
| --- | --- |
| 1 | 3.205 |
| 2 | 3.395 |
| 3 | 2.507 |